ORCA calculation (ωB97M-V/def2-TZVPD) on a 2-piece molecular cluster, C27H25N2 overall.

Summary:
* lowest unoccupied orbital energy: -0.2012 hartree
* ΔE to the lowest compared entry with this formula, charge and spin: 0.000 eV
* E_tot: -1153.1057 Eh
* charge: +1
* multiplicity: 1
* orbital gap: 5.4 eV

CARTESIAN COORDINATES (ANGSTROEM)
C (1.52105, -4.45663, 4.48018)
N (0.34698, -3.63880, 4.70903)
C (-0.16812, -3.92116, 6.03975)
C (0.08949, -2.47355, 3.97174)
C (-0.76482, -2.48267, 2.82962)
C (-1.05428, -1.31324, 2.14258)
C (-0.53626, -0.06578, 2.56412)
C (-1.07780, 1.17943, 2.09962)
C (-0.41698, 2.46321, 2.19923)
C (-1.41077, 3.49372, 2.07686)
C (-1.13400, 4.80362, 2.44814)
C (0.17530, 5.14482, 2.81243)
C (1.17757, 4.16144, 2.82999)
C (0.87722, 2.81923, 2.55964)
C (-2.69440, 2.84628, 1.82953)
C (-2.48227, 1.42310, 1.81518)
C (-3.59190, 0.58438, 1.81254)
C (-4.87859, 1.14350, 1.72489)
C (-5.07357, 2.53082, 1.79787)
C (-3.96992, 3.39160, 1.89033)
C (0.41180, -0.08906, 3.62031)
C (0.67560, -1.23984, 4.33699)
H (2.02982, -4.15835, 3.56162)
H (2.20604, -4.36438, 5.33920)
H (1.20211, -5.50764, 4.42315)
H (-0.98482, -3.25362, 6.32454)
H (-0.51523, -4.96614, 6.05506)
H (0.64496, -3.85421, 6.78177)
H (-1.22215, -3.42637, 2.52578)
H (-1.68975, -1.34455, 1.25771)
H (-1.96303, 5.50963, 2.50715)
H (0.41421, 6.16360, 3.12649)
H (2.20560, 4.44131, 3.07012)
H (1.65982, 2.06305, 2.58804)
H (-3.45703, -0.49321, 1.85863)
H (-5.74336, 0.48448, 1.61430)
H (-6.08599, 2.93691, 1.83154)
H (-4.06396, 4.46276, 2.05453)
H (0.89002, 0.83186, 3.93649)
H (1.32986, -1.18602, 5.21145)
C (1.06956, -2.03430, -2.96498)
C (0.87040, -0.66619, -2.34473)
C (1.23661, 0.46575, -3.06203)
C (1.05734, 1.72112, -2.49505)
C (0.50546, 1.81133, -1.20828)
N (0.14482, 0.73144, -0.51208)
C (0.32939, -0.47058, -1.05686)
H (0.73416, -2.83866, -2.29760)
H (0.51299, -2.10926, -3.91172)
H (2.13286, -2.19465, -3.20047)
H (1.65635, 0.31364, -4.05113)
H (1.33206, 2.62600, -3.01887)
H (0.34377, 2.76576, -0.71266)
H (0.03420, -1.32237, -0.44466)

These are the Löwdin partial charges, in e, on atoms 1 to 2:
1 C -0.0733
2 N -0.2435

***

ORCA calculation (ωB97M-V/def2-TZVPD) on C6H11NO3S as an isolated structure.

Summary:
* lowest unoccupied orbital energy: 0.0028 hartree
* ΔE to the lowest compared entry with this formula, charge and spin: 10.747 eV
* E_tot: -913.5105 Eh
* multiplicity: 1
* orbital gap: 6.7 eV

CARTESIAN COORDINATES (ANGSTROEM)
C (-2.85702, -1.82467, -1.69220)
C (-1.57176, -1.52216, -1.31463)
C (-1.44530, -0.44793, -0.45205)
C (3.03200, -0.17360, 2.55116)
C (-1.67020, 0.85898, -1.05076)
C (2.42643, 0.86645, 1.69777)
N (-0.95340, 0.97133, -2.30971)
O (-1.34315, 0.34917, -3.27698)
O (0.00721, 1.74640, -2.37247)
O (0.11588, 0.08200, 0.27266)
S (0.53689, 0.90913, 1.42909)
H (-3.16373, -2.75062, -2.12062)
H (-3.60125, -1.09187, -1.38863)
H (-0.70711, -2.04902, -1.67208)
H (2.54941, -0.55977, 3.41802)
H (3.46287, -0.92120, 1.86294)
H (3.90416, 0.29588, 2.87855)
H (-2.80682, 0.85454, -1.34689)
H (-1.46689, 1.84917, -0.50935)
H (2.90853, 0.76422, 0.76168)
H (2.47664, 1.86656, 2.15155)
H (0.16657, -0.07299, 2.48293)

These are the Löwdin partial charges, in e, on atoms 1 to 2:
1 C -0.0182
2 C -0.2208

***

ORCA calculation (ωB97M-V/def2-TZVPD) on C11H14BN7PdS as an isolated structure.

Summary:
* lowest unoccupied orbital energy (spin up / spin down): -0.0014 / -0.0757 hartree
* ΔE to the lowest compared entry with this formula, charge and spin: 0.286 eV
* E_tot: -1361.6696 Eh
* multiplicity: 3
* orbital gap (spin up / spin down): 6.6 / 6.8 eV

CARTESIAN COORDINATES (ANGSTROEM)
H (0.97208, 3.33543, 1.54919)
N (0.52665, 1.71005, 0.17277)
B (0.16999, 0.35073, -1.96216)
N (0.53773, 1.66651, -1.21417)
C (0.89903, 2.86837, -1.71047)
Pd (-0.02575, -0.14542, 1.30341)
H (0.95741, 2.99487, -2.78391)
C (1.12505, 3.71266, -0.63608)
H (1.42756, 4.73542, -0.72720)
C (0.88109, 2.96169, 0.53653)
H (0.22664, 0.48069, -3.14089)
C (-0.55259, -1.82945, 2.30482)
H (-0.60657, -1.89694, 3.40543)
H (0.25550, -2.52194, 2.04198)
H (-1.59696, -1.97606, 2.00271)
N (-1.27269, -0.04697, -1.52250)
N (1.15198, -0.75963, -1.47632)
N (-1.55850, -0.21572, -0.18229)
N (1.26860, -1.04091, -0.13080)
C (-2.39553, -0.24084, -2.23628)
C (2.01469, -1.53527, -2.15297)
H (-2.34477, -0.12767, -3.30587)
H (2.06961, -1.42206, -3.22088)
C (-3.41243, -0.55735, -1.34881)
C (2.66833, -2.34212, -1.23501)
C (-2.85992, -0.54390, -0.05588)
C (2.17108, -2.02556, 0.03896)
H (-4.42077, -0.76631, -1.62560)
H (3.41250, -3.06347, -1.47538)
H (-3.37220, -0.75440, 0.87798)
H (2.44489, -2.46070, 0.99489)
H (-0.88070, 0.82616, 2.51644)
S (0.02884, 0.03389, 6.25674)
C (0.03187, 0.14922, 4.66790)
N (0.05826, 0.44700, 3.47374)

These are the Löwdin partial charges, in e, on atoms 1 to 2:
1 H 0.1058
2 N -0.0421